Computed, not measured: a cluster of 10 separate species, C60H150N10O20 in total at a distorted geometry, with ωB97M-V/def2-TZVPD.

ORCA input file:
```
! wB97M-V def2-TZVPD RIJCOSX def2/J DEFGRID3
* xyz 0 1
C 0.85114 3.27550 3.83004
O 1.83279 3.21229 4.77687
C 1.70566 2.08505 5.66440
C 2.87607 2.07197 6.66404
N 4.16560 1.60985 6.07461
C 4.06175 0.21418 5.65877
C 5.20699 -0.00378 4.64928
O 4.95428 0.75822 3.47669
C 5.84469 0.47213 2.41271
H -0.10864 3.38695 4.33454
H 0.85560 2.42953 3.14271
H 0.94923 4.23535 3.32291
H 1.74268 1.18351 5.05289
H 0.75588 2.05907 6.19858
H 2.79146 1.49799 7.58681
H 2.96436 3.12274 6.94006
H 4.43872 2.10743 5.23920
H 3.13731 -0.18845 5.24476
H 4.18797 -0.39065 6.55674
H 5.12515 -1.06628 4.42015
H 6.21812 -0.02084 5.05600
H 5.74848 1.23230 1.63747
H 5.84084 -0.58011 2.12834
H 6.85687 0.61089 2.79264
C 8.22416 7.21610 -2.09024
O 7.61617 8.04133 -1.08573
C 6.38067 7.50019 -0.56702
C 6.62718 6.03588 -0.06496
N 6.36168 5.00952 -1.05848
C 5.05817 4.38767 -0.80262
C 4.45057 3.60053 -2.01469
O 5.12333 2.35771 -2.35516
C 4.19641 1.48621 -3.07238
H 8.70229 6.29262 -1.76363
H 9.02847 7.81305 -2.52016
H 7.59316 6.78103 -2.86526
H 5.48084 7.49686 -1.18216
H 6.15077 8.11835 0.30081
H 6.04269 5.81547 0.82830
H 7.63793 5.92362 0.32733
H 7.09815 4.32917 -0.93670
H 4.24847 5.10205 -0.65382
H 5.18146 3.89041 0.15948
H 4.34229 4.26114 -2.87491
H 3.41719 3.41947 -1.71898
H 4.17151 1.93929 -4.06343
H 3.15753 1.33068 -2.78144
H 4.50035 0.44477 -3.17789
C -3.60765 -5.67859 -2.23698
O -3.02629 -6.94651 -2.50313
C -1.74594 -6.90815 -3.03791
C -1.06496 -8.24191 -3.08750
N -0.98408 -8.88883 -1.78097
C -0.29381 -10.25423 -1.91786
C -0.98782 -11.35236 -2.82155
O -2.35096 -11.51313 -2.43736
C -3.22097 -12.26369 -3.38434
H -3.46845 -4.96962 -3.05313
H -3.25125 -5.10866 -1.37892
H -4.67135 -5.77186 -2.01806
H -1.13526 -6.22324 -2.44963
H -1.90988 -6.47628 -4.02518
H -0.10945 -8.15213 -3.60426
H -1.70843 -8.81682 -3.75348
H -1.97640 -9.06493 -1.71482
H -0.19013 -10.65127 -0.90805
H 0.71364 -10.21033 -2.33164
H -0.34028 -12.22867 -2.79190
H -1.01459 -10.94682 -3.83295
H -4.20481 -12.39433 -2.93370
H -2.80324 -13.27035 -3.40020
H -3.46133 -11.91108 -4.38733
C 2.82922 -0.21998 -7.99767
O 2.66752 0.22298 -6.63255
C 1.31131 0.33870 -6.31355
C 1.35018 0.97394 -4.95830
N 0.08552 1.30529 -4.26175
C -0.73139 2.30402 -4.86650
C -2.16186 1.69397 -5.06009
O -1.96230 0.39496 -5.68371
C -3.26094 -0.11262 -6.07281
H 3.87944 -0.13748 -8.27755
H 2.29924 0.48629 -8.63674
H 2.52025 -1.24383 -8.20829
H 0.83149 -0.64000 -6.31866
H 0.74649 0.99028 -6.98028
H 1.87200 1.93053 -4.98565
H 2.07411 0.44393 -4.33933
H -0.50819 0.48831 -4.24905
H -0.24288 2.61621 -5.78954
H -0.80772 3.26361 -4.35517
H -2.68398 2.46911 -5.62102
H -2.59376 1.64380 -4.06057
H -3.85947 0.44349 -6.79434
H -3.86827 -0.18740 -5.17078
H -3.11766 -1.10821 -6.49276
C -4.61673 2.58841 0.35997
O -5.26932 3.74116 0.83891
C -4.44092 4.85781 1.21393
C -5.10790 5.87688 2.10915
N -5.09886 5.30850 3.44168
C -6.41539 5.52291 4.08207
C -6.59466 4.64514 5.33838
O -6.44809 3.23918 5.10379
C -7.17543 2.62652 4.01382
H -4.45042 2.58109 -0.71724
H -5.27541 1.72864 0.48271
H -3.66557 2.41620 0.86368
H -4.08902 5.27113 0.26871
H -3.51347 4.47874 1.64317
H -6.08627 6.02077 1.65067
H -4.53643 6.80090 2.02128
H -5.10417 4.30040 3.38007
H -7.39421 5.31698 3.64894
H -6.54454 6.58253 4.30258
H -7.57559 4.71480 5.80853
H -5.90467 4.94513 6.12706
H -7.40438 1.62798 4.38609
H -6.48154 2.52218 3.17971
H -8.07109 3.17695 3.72586
C -1.30121 -5.72427 2.02291
O -2.00470 -4.52814 2.24570
C -3.13166 -4.73412 3.12369
C -3.75349 -3.39796 3.50827
N -4.40285 -2.75364 2.35009
C -4.84192 -1.42755 2.45666
C -3.98015 -0.32488 3.11232
O -2.66054 -0.38095 2.54212
C -1.77481 0.63896 2.96745
H -1.01738 -6.05123 3.02323
H -0.42871 -5.35871 1.48142
H -1.78517 -6.46725 1.38899
H -2.89298 -5.18140 4.08862
H -3.83025 -5.33242 2.53881
H -3.01657 -2.79102 4.03427
H -4.50299 -3.74903 4.21756
H -3.77337 -2.91766 1.57746
H -5.80437 -1.33769 2.96037
H -4.89413 -1.09348 1.42043
H -3.94815 -0.47900 4.19090
H -4.43741 0.66283 3.05355
H -0.82710 0.64672 2.42904
H -1.52832 0.45720 4.01354
H -2.36039 1.54965 2.84158
C 3.13372 -3.89945 1.50856
O 2.62076 -3.62016 2.78239
C 2.42485 -2.24829 3.04586
C 1.19109 -1.95713 3.93418
N 1.17915 -3.00981 4.96675
C -0.11199 -2.99588 5.66126
C -0.30486 -4.20740 6.58270
O -0.30602 -5.41991 5.95799
C -0.65543 -6.61437 6.72139
H 4.17149 -3.61785 1.33015
H 2.49730 -3.50292 0.71746
H 3.10904 -4.98124 1.37727
H 2.43215 -1.67633 2.11801
H 3.29967 -1.88880 3.58766
H 0.27189 -2.06171 3.35778
H 1.21467 -0.93098 4.30100
H 1.26969 -3.91696 4.53204
H -0.99845 -2.92293 5.03121
H -0.19893 -2.14812 6.34086
H -1.26789 -4.04892 7.06804
H 0.44905 -4.16559 7.36881
H -1.72378 -6.60470 6.93736
H -0.08734 -6.61510 7.65165
H -0.43366 -7.51352 6.14656
C 5.22602 -1.25118 -0.79838
O 4.11596 -2.15632 -0.95002
C 3.22310 -1.79681 -2.05684
C 2.30577 -3.01478 -2.36770
N 1.17410 -2.57741 -3.20819
C 0.49132 -3.65892 -3.82161
C -0.65282 -3.16187 -4.77220
O -1.07629 -4.30695 -5.52794
C -2.26928 -4.13418 -6.31093
H 5.03817 -0.24973 -0.41119
H 5.59787 -1.09537 -1.81107
H 6.11491 -1.53152 -0.23323
H 3.84657 -1.68515 -2.94392
H 2.66947 -0.88234 -1.84390
H 1.87099 -3.56728 -1.53474
H 3.01006 -3.74853 -2.75972
H 0.46131 -2.16874 -2.62082
H 0.08293 -4.35702 -3.09087
H 1.19059 -4.24559 -4.41740
H -0.29613 -2.33688 -5.38885
H -1.47838 -2.74864 -4.19272
H -3.18033 -4.05072 -5.71837
H -2.31627 -5.01555 -6.95052
H -2.14788 -3.27496 -6.97056
C -1.66082 -2.82897 -0.24529
O -1.59804 -2.08750 -1.52015
C -2.14264 -0.75616 -1.51552
C -1.45391 0.26247 -0.57472
N -1.71446 1.69746 -0.94339
C -1.02291 2.70554 -0.14139
C 0.54680 2.59155 -0.11534
O 1.02238 1.43068 0.62462
C 2.38824 1.37007 0.93181
H -1.08167 -2.51245 0.62218
H -1.33689 -3.83595 -0.50828
H -2.65857 -3.11493 0.08760
H -3.21690 -0.79338 -1.33472
H -1.87813 -0.51256 -2.54450
H -0.39498 0.02241 -0.67038
H -1.78167 0.07799 0.44833
H -1.27426 1.66624 -1.85188
H -1.37651 2.67466 0.88920
H -1.20388 3.74185 -0.42672
H 0.92084 3.53861 0.27359
H 0.98364 2.47064 -1.10663
H 2.68152 2.38632 1.19514
H 3.09797 1.06954 0.16106
H 2.40210 0.68490 1.77942
C -2.56194 5.69193 -4.97665
O -1.66994 6.23431 -3.97123
C -1.93931 5.68770 -2.62206
C -1.03138 6.31176 -1.51491
N 0.34668 5.77100 -1.50680
C 1.24512 6.60815 -0.73145
C 1.00237 6.51532 0.83824
O 1.83452 7.48489 1.51244
C 1.38690 7.49897 2.85303
H -2.23379 6.13125 -5.91868
H -3.63717 5.86637 -4.93720
H -2.41449 4.61198 -4.96872
H -1.79619 4.60714 -2.62068
H -3.00196 5.79408 -2.40400
H -1.52657 6.21371 -0.54885
H -0.92505 7.38236 -1.68986
H 0.65674 5.81315 -2.46710
H 1.05775 7.63315 -1.05141
H 2.29619 6.40391 -0.93552
H 1.21571 5.50835 1.19685
H -0.03538 6.72375 1.09851
H 2.05808 8.11545 3.45099
H 1.43506 6.49847 3.28290
H 0.32672 7.68808 3.02142
*
```

As for the HOMO energy: -8.62 eV. Its HOMO-LUMO gap is 9.105 eV. The total energy comes out at -120484.01646 eV. Its max |F| is 0.058 Eh/bohr. The value obtained for the LUMO energy is 0.486 eV. As for the structure (SMILES): COCCNCCOC.COCCNCCOC.COCCNCCOC.COCCNCCOC.COCCNCCOC.COCCNCCOC.COCCNCCOC.COCCNCCOC.COCCNCCOC.COCCNCCOC. Its energy above the lowest of the compared OMol25 structures with the same formula, charge and spin is 159.21 kcal/mol.

Atom charges from the Mulliken analysis, given in e for atoms 1 to 99: atom 1 (C): 0.36, atom 2 (O): -0.42, atom 3 (C): 1.00, atom 4 (C): -0.96, atom 5 (N): -0.39, atom 6 (C): 0.15, atom 7 (C): -1.09, atom 8 (O): -0.05, atom 9 (C): -0.80, atom 10 (H): 0.46, atom 11 (H): -0.10, atom 12 (H): -0.57, atom 13 (H): -0.84, atom 14 (H): 0.47, atom 15 (H): 0.40, atom 16 (H): 0.35, atom 17 (H): 0.38, atom 18 (H): -0.43, atom 19 (H): 0.46, atom 20 (H): 0.45, atom 21 (H): 0.48, atom 22 (H): 0.09, atom 23 (H): 0.27, atom 24 (H): 0.48, atom 25 (C): -0.73, atom 26 (O): -0.40, atom 27 (C): -0.42, atom 28 (C): -0.86, atom 29 (N): -0.11, atom 30 (C): -0.76, atom 31 (C): 0.48, atom 32 (O): -0.45, atom 33 (C): -0.21, atom 34 (H): 0.26, atom 35 (H): 0.29, atom 36 (H): 0.30, atom 37 (H): 0.28, atom 38 (H): 0.34, atom 39 (H): 0.40, atom 40 (H): 0.57, atom 41 (H): 0.29, atom 42 (H): -0.17, atom 43 (H): 0.49, atom 44 (H): 0.37, atom 45 (H): -0.31, atom 46 (H): 0.52, atom 47 (H): -0.37, atom 48 (H): 0.34, atom 49 (C): -0.27, atom 50 (O): -0.44, atom 51 (C): 0.00, atom 52 (C): -0.82, atom 53 (N): -0.37, atom 54 (C): -0.80, atom 55 (C): -0.45, atom 56 (O): -0.32, atom 57 (C): -0.79, atom 58 (H): 0.11, atom 59 (H): -0.06, atom 60 (H): 0.39, atom 61 (H): 0.02, atom 62 (H): 0.31, atom 63 (H): 0.44, atom 64 (H): 0.26, atom 65 (H): 0.33, atom 66 (H): 0.35, atom 67 (H): 0.39, atom 68 (H): 0.43, atom 69 (H): 0.32, atom 70 (H): 0.27, atom 71 (H): 0.32, atom 72 (H): 0.30, atom 73 (C): -0.84, atom 74 (O): -0.28, atom 75 (C): -0.03, atom 76 (C): -0.23, atom 77 (N): 0.71, atom 78 (C): -0.94, atom 79 (C): -0.66, atom 80 (O): -0.22, atom 81 (C): -0.77, atom 82 (H): 0.25, atom 83 (H): 0.33, atom 84 (H): 0.28, atom 85 (H): 0.09, atom 86 (H): 0.39, atom 87 (H): 0.42, atom 88 (H): -0.50, atom 89 (H): -0.31, atom 90 (H): 0.56, atom 91 (H): 0.16, atom 92 (H): 0.77, atom 93 (H): 0.12, atom 94 (H): 0.33, atom 95 (H): 0.35, atom 96 (H): 0.08, atom 97 (C): -0.22, atom 98 (O): -0.47, atom 99 (C): -0.22